(1)
# C4H8FNS

One molecule with the formula C4H8FNS in a non-equilibrium geometry (the ωB97M-V functional and the def2-TZVPD basis, OMol25).

Last column: natural (NBO) charge in e.
CARTESIAN COORDINATES (ANGSTROEM)
N (-2.69749, 0.00238, 0.29473)  -0.840
C (-1.52982, -0.56812, -0.42613)  -0.233
C (-0.26621, -0.37729, 0.41313)  -0.325
S (1.27680, -1.14129, -0.21931)  0.161
C (1.80336, 0.48976, 0.40664)  -0.532
C (0.36044, 1.01779, 0.47346)  0.190
F (0.13149, 1.63392, -0.71946)  -0.359
H (-2.87649, -0.41974, 1.21606)  0.353
H (-3.52554, -0.17755, -0.24365)  0.360
H (-1.36078, 0.00035, -1.36577)  0.216
H (-1.59915, -1.62404, -0.66915)  0.177
H (-0.40158, -0.65630, 1.42388)  0.203
H (2.52034, 1.02301, -0.27196)  0.236
H (2.26259, 0.33704, 1.38518)  0.216
H (0.04421, 1.68312, 1.24378)  0.176

Forces on atoms 1 to 6 (eV/Å):
0.50 -0.36 0.13
0.41 0.92 0.52
-0.43 0.30 -0.66
-0.31 0.02 -0.14
1.11 0.33 0.13
0.91 -1.25 -1.17

## Properties
SMILES string: NC[C@H]1SC[C@H]1F
E_HOMO (eV): -8.75
2S+1: 1
Energy above the lowest of the compared OMol25 structures with the same formula, charge and spin (kJ/mol): 5.9
Frontier orbital gap (hartree): 0.354
Electronic energy (a.u.): -709.9869



(2)
# C4H8FO3

A 2-piece molecular cluster, C4H8FO3 overall in a non-equilibrium geometry (the ωB97M-V functional and the def2-TZVPD basis, OMol25).

Last column: natural (NBO) charge in e.
CARTESIAN COORDINATES (ANGSTROEM)
F (-1.44246, 0.18134, -2.90649)  -0.509
O (-0.34165, 0.29080, 0.94319)  -0.814
C (0.88342, 0.56208, 1.06550)  0.948
O (1.44288, 1.65684, 0.92877)  -0.790
O (1.64974, -0.56054, 1.25409)  -0.568
C (3.05016, -0.38767, 1.35605)  -0.243
H (3.46597, 0.04243, 0.43382)  0.172
H (3.31109, 0.26346, 2.20226)  0.170
H (3.47407, -1.38548, 1.51746)  0.157
C (-1.39085, 0.12009, -1.32388)  0.077
H (-1.19615, 1.19185, -1.17223)  0.215
H (-0.72703, -0.75545, -1.26262)  0.205
C (-2.77801, -0.23619, -0.84173)  -0.661
H (-2.76827, -1.19302, -0.30201)  0.211
H (-3.18062, 0.55002, -0.18855)  0.214
H (-3.45229, -0.34055, -1.70361)  0.216

Forces on atoms 1 to 6 (eV/Å):
-0.39 -0.19 1.47
0.57 -0.02 0.73
-1.82 0.69 -1.20
0.56 0.11 0.37
0.88 -1.06 0.43
-0.15 0.19 -0.04

## Properties
Total charge: -1
E_HOMO (eV): -4.36
2S+1: 1
Frontier orbital gap (hartree): 0.309
Electronic energy (a.u.): -482.8398



(3)
# C4H8FOP

C4H8FOP as an isolated structure in a non-equilibrium geometry (the ωB97M-V functional and the def2-TZVPD basis, OMol25).

Last column: natural (NBO) charge in e.
CARTESIAN COORDINATES (ANGSTROEM)
C (-0.13561, 0.43334, -0.86754)  0.504
C (0.89626, 1.28976, -1.47147)  -0.708
C (-1.34828, -0.23798, 1.29397)  -0.707
C (-0.11405, 0.13203, 0.61329)  0.252
O (-0.99159, -0.17292, -1.49735)  -0.561
F (0.67949, 0.93667, 1.41431)  -0.371
P (1.21506, -1.78148, 0.48068)  0.181
H (0.80961, 2.25506, -0.95901)  0.246
H (1.84309, 0.94017, -0.99510)  0.243
H (0.79855, 1.29166, -2.48166)  0.242
H (-1.59190, 0.62023, 1.91203)  0.233
H (-2.21013, -0.59637, 0.72815)  0.264
H (-1.20524, -0.91020, 2.21489)  0.226
H (1.19177, -1.46706, -0.88748)  -0.027
H (0.16297, -2.73292, 0.50231)  -0.018

Forces on atoms 1 to 6 (eV/Å):
-1.66 -1.24 0.41
0.89 0.12 4.54
-1.00 -0.65 3.16
2.87 -2.74 -0.34
0.48 0.73 -0.04
-0.43 0.22 -0.59

## Properties
E_HOMO (eV): -9.07
2S+1: 1
Energy above the lowest of the compared OMol25 structures with the same formula, charge and spin (kJ/mol): 305.0
Frontier orbital gap (hartree): 0.328
Electronic energy (a.u.): -673.5854